DFT (ωB97M-V with the def2-TZVPD basis set) results for a molecular structure, C20H42N3O6P2W.

Geometry as XYZ:
```
74
Properties=species:S:1:pos:R:3
W -0.12 0.18 -0.24
C -3.25 1.75 1.76
C -1.83 1.55 1.32
C -0.96 0.70 2.05
C -1.49 -0.28 3.06
C 0.45 0.99 2.08
C 1.27 0.33 3.14
C 0.94 2.02 1.25
C 2.28 2.65 1.45
C 0.10 2.59 0.24
C 0.71 3.62 -0.67
C -1.30 2.38 0.30
C -2.27 3.22 -0.50
H -3.96 1.90 0.95
H -3.24 2.68 2.34
H -3.62 0.97 2.42
H -1.57 0.21 4.03
H -0.82 -1.13 3.18
H -2.48 -0.65 2.81
H 1.33 -0.75 2.99
H 0.81 0.50 4.11
H 2.28 0.71 3.17
H 2.09 3.67 1.81
H 2.85 2.75 0.53
H 2.90 2.14 2.17
H 1.64 3.24 -1.10
H 0.96 4.51 -0.09
H 0.06 3.93 -1.48
H -2.72 3.96 0.17
H -3.09 2.64 -0.91
H -1.80 3.78 -1.30
N 4.23 -2.43 0.59
C 3.18 -2.02 -0.43
C 3.52 -2.61 -1.79
P 3.17 -0.16 -0.33
O 4.24 0.21 -1.42
O 1.81 0.43 -0.85
O 3.53 0.13 1.07
P 1.58 -2.61 0.30
O 1.33 -4.07 -0.22
O 1.70 -2.56 1.76
O 0.51 -1.71 -0.38
H 5.16 -2.09 0.33
H 4.28 -3.45 0.69
H 3.98 -2.03 1.50
H 4.48 -2.22 -2.15
H 2.77 -2.34 -2.53
H 3.58 -3.70 -1.74
H 4.20 1.04 -1.91
H 1.18 -4.25 -1.16
C -0.28 1.56 -3.06
N -0.39 0.19 -2.49
C 0.61 -0.64 -3.23
C -1.75 -0.35 -2.82
C -2.01 -1.55 -1.96
N -2.04 -1.13 -0.53
C -2.08 -2.38 0.30
C -3.36 -0.47 -0.30
H -0.44 1.52 -4.14
H 0.71 1.95 -2.86
H -1.04 2.20 -2.61
H 0.38 -0.60 -4.30
H 0.57 -1.67 -2.90
H 1.60 -0.24 -3.07
H -1.79 -0.60 -3.88
H -2.48 0.44 -2.64
H -1.22 -2.29 -2.08
H -2.96 -2.03 -2.22
H -3.06 -2.84 0.19
H -1.90 -2.15 1.35
H -1.33 -3.08 -0.04
H -4.15 -1.08 -0.74
H -3.39 0.52 -0.74
H -3.55 -0.41 0.76
```

* gap between HOMO and LUMO (spin up / spin down): 0.31870 / 0.30258 Eh
* <S²>: 2.0177
* total charge: +3
* spin multiplicity: 3

These are the Löwdin partial charges, in e, on atoms 1 to 2: atom 1 (W): 1.843, atom 2 (C): 0.002



DFT (ωB97M-V with the def2-TZVPD basis set) results for CHF2IS in the gas phase at a distorted geometry.

Geometry as XYZ:
```
6
Properties=species:S:1:pos:R:3
C 1.92 0.71 -0.22
F 1.45 1.35 0.82
F 2.09 1.57 -1.20
S 0.61 -0.77 -0.56
I 3.89 -0.18 0.07
H 0.02 -0.64 0.79
```

* gap between HOMO and LUMO: 0.34247 Eh
* spin multiplicity: 1

These are the natural (NBO) partial charges, in e, on atoms 1 to 2: atom 1 (C): 0.528, atom 2 (F): -0.330



DFT (ωB97M-V with the def2-TZVPD basis set) results for a gas-phase ion, C3H9BrNO (charge +1) at a distorted geometry.

Geometry as XYZ:
```
15
Properties=species:S:1:pos:R:3
C -1.53 -0.04 1.02
C 2.43 -1.03 -0.74
C -1.01 0.13 -0.31
N -1.37 1.61 -0.44
O 2.56 -1.98 0.20
Br 1.23 0.34 -0.23
H -1.21 0.80 1.69
H -2.65 -0.17 1.04
H -1.24 -1.08 1.47
H 2.22 -1.51 -1.73
H 3.27 -0.35 -0.64
H -2.39 1.57 -0.22
H -0.85 2.36 0.12
H -1.12 1.84 -1.48
H 1.65 -2.48 0.22
```

* gap between HOMO and LUMO: 0.32357 Eh
* total charge: +1
* spin multiplicity: 1

These are the natural (NBO) partial charges, in e, on atoms 1 to 2: atom 1 (C): -0.808, atom 2 (C): -0.090



DFT (ωB97M-V with the def2-TZVPD basis set) results for 3 unconnected molecules or ions with the total composition C2H4N2 at a distorted geometry.

Geometry as XYZ:
```
8
Properties=species:S:1:pos:R:3
C -1.74 -0.54 1.07
C -0.86 1.43 -0.92
N -1.67 0.52 1.49
N -1.86 1.95 -0.69
H -1.87 -1.56 0.59
H 4.07 -0.91 -0.35
H -0.03 0.73 -1.05
H 3.96 -1.63 -0.14
```

* gap between HOMO and LUMO: 0.45229 Eh
* spin multiplicity: 1

These are the natural (NBO) partial charges, in e, on atoms 1 to 2: atom 1 (C): 0.047, atom 2 (C): 0.060



DFT (ωB97M-V with the def2-TZVPD basis set) results for a molecular structure, C16H40ClCoO2P2Si2 at a distorted geometry.

Geometry as XYZ:
```
64
Properties=species:S:1:pos:R:3
C -0.72 2.84 -2.35
C -1.11 1.70 -1.47
H -0.23 3.64 -1.78
H -1.63 3.25 -2.80
H -0.07 2.51 -3.16
O -2.15 1.05 -1.67
Cl 2.00 -1.76 0.37
Co 0.62 -0.18 -0.33
P 0.42 -1.33 -2.15
C -0.62 -0.85 -3.57
C 2.02 -1.66 -3.01
H 1.96 -2.66 -3.45
H -0.62 -3.44 -2.71
H 2.86 -1.63 -2.32
H 0.68 -3.64 -1.48
H -0.07 -0.16 -4.22
H 2.18 -0.93 -3.81
C -0.17 -3.03 -1.80
H -0.88 -1.76 -4.14
H -0.92 -3.02 -1.00
H -1.54 -0.36 -3.22
P 2.31 1.21 -0.73
C 2.46 2.83 0.13
C 3.98 0.53 -0.36
H 1.92 1.08 -3.16
H 3.53 1.73 -2.75
H 2.09 2.76 -2.58
C 2.47 1.74 -2.48
H 4.17 -0.38 -0.95
H 4.73 1.29 -0.61
H 3.52 3.11 0.18
H 2.03 2.80 1.14
H 4.06 0.28 0.70
H 1.91 3.59 -0.44
C -0.30 1.49 -0.21
O -0.44 2.26 0.73
C -3.34 1.05 1.18
Si -2.61 -0.67 1.04
C -3.29 -1.62 2.54
C -3.29 -1.57 -0.46
C -0.70 -0.81 1.05
Si 0.07 -0.36 2.76
C 0.14 -1.98 3.72
C 1.80 0.40 2.86
C -0.98 0.89 3.71
H -4.37 0.95 1.56
H -3.38 1.52 0.19
H -2.79 1.72 1.86
H -4.33 -1.90 2.30
H -2.73 -2.55 2.74
H -3.31 -1.04 3.47
H -3.18 -0.96 -1.37
H -2.82 -2.55 -0.63
H -4.36 -1.74 -0.29
H -0.51 -1.90 0.95
H 0.84 -1.87 4.56
H -0.84 -2.26 4.13
H 0.51 -2.80 3.08
H 1.95 1.23 2.17
H 1.92 0.80 3.88
H 2.58 -0.35 2.69
H -1.00 1.85 3.18
H -2.00 0.56 3.92
H -0.47 1.05 4.68
```

* gap between HOMO and LUMO (spin up / spin down): 0.27563 / 0.19340 Eh
* <S²>: 6.0551
* total charge: +2
* spin multiplicity: 5

These are the natural (NBO) partial charges, in e, on atoms 1 to 2: atom 1 (C): -0.718, atom 2 (C): 0.491



DFT (ωB97M-V with the def2-TZVPD basis set) results for 2 unconnected molecules or ions with the total composition C5H11N2 at a distorted geometry.

Geometry as XYZ:
```
18
Properties=species:S:1:pos:R:3
C -1.90 0.89 -2.64
C -0.21 -1.14 -0.51
C 0.94 -1.13 1.79
C 1.26 1.81 0.83
C 0.06 -0.34 0.71
N 0.92 0.77 0.25
N -1.16 0.91 -1.67
H -2.62 1.65 -2.96
H -2.08 -0.10 -3.09
H -0.79 -2.00 -0.23
H -0.45 -0.39 -1.42
H 0.95 -1.46 -0.62
H 0.68 -0.50 2.75
H 2.00 -1.19 1.62
H 0.57 -2.15 1.85
H 1.85 2.41 0.21
H 0.85 1.94 1.83
H -0.86 0.02 1.28
```

* gap between HOMO and LUMO (spin up / spin down): 0.36989 / 0.18459 Eh
* total charge: +1
* spin multiplicity: 1

These are the natural (NBO) partial charges, in e, on atoms 1 to 2: atom 1 (C): -0.126, atom 2 (C): -0.550



DFT (ωB97M-V with the def2-TZVPD basis set) results for 2 unconnected molecules or ions with the total composition C2H8NOS.

Geometry as XYZ:
```
13
Properties=species:S:1:pos:R:3
S 0.80 -1.99 0.77
H 1.08 -3.29 0.94
C -0.59 0.86 0.67
O 0.34 1.03 1.74
C 0.10 0.79 -0.70
N -0.62 -0.17 -1.55
H -1.13 -0.07 0.82
H -1.30 1.69 0.74
H 0.74 0.15 1.87
H 0.12 1.77 -1.20
H 1.14 0.50 -0.50
H -0.46 -1.09 -1.13
H -0.22 -0.18 -2.48
```

* gap between HOMO and LUMO: 0.27073 Eh
* total charge: -1
* spin multiplicity: 1

These are the natural (NBO) partial charges, in e, on atoms 1 to 2: atom 1 (S): -1.065, atom 2 (H): 0.109



DFT (ωB97M-V with the def2-TZVPD basis set) results for C7H17N2PS2 in the gas phase at a distorted geometry.

Geometry as XYZ:
```
29
Properties=species:S:1:pos:R:3
C -3.02 -1.70 -2.04
C -2.83 -0.21 -1.76
C -1.69 -2.56 -2.16
C 3.05 2.17 1.01
C 2.12 1.61 2.09
C 2.63 0.25 2.53
C 2.36 -0.88 1.36
N -2.67 0.18 -0.43
N -0.91 -2.67 -0.85
P -0.08 -1.16 -0.70
S 1.43 -0.83 -1.91
S 0.60 -1.35 1.39
H -3.60 -2.07 -1.27
H -3.60 -1.87 -2.86
H -1.92 0.16 -2.30
H -3.62 0.43 -2.20
H -1.91 -3.59 -2.31
H -1.07 -2.25 -2.96
H 4.15 2.33 1.10
H 2.81 3.20 0.57
H 2.96 1.51 0.14
H 1.21 1.41 1.49
H 1.90 2.28 2.87
H 2.20 -0.26 3.32
H 3.67 0.24 2.75
H 2.72 -0.38 0.51
H 2.86 -1.81 1.44
H -2.42 1.18 -0.49
H -1.46 -2.71 0.00
```

* gap between HOMO and LUMO (spin up / spin down): 0.20551 / 0.20549 Eh
* spin multiplicity: 1

These are the natural (NBO) partial charges, in e, on atoms 1 to 2: atom 1 (C): -0.431, atom 2 (C): -0.271